# C4H11N2O2

A cluster of 3 separate species, C4H11N2O2 in total (ωB97M-V with the def2-TZVPD basis set, OMol25).

Structure (XYZ):
```
19
Properties=species:S:1:pos:R:3:forces:R:3:nbo_charge:R:1
C 1.714047 -0.213912 0.780073 1.6798 -1.6206 0.9319 -0.73
C 0.422150 -0.426737 0.177915 -0.3738 6.5880 0.7494 0.41
C -0.125402 -1.527644 -0.326026 -2.5209 -4.4630 -2.4381 0.18
N -1.231218 -1.171456 -1.117190 1.2104 -2.1977 1.5359 -0.49
C -1.458441 0.107993 -0.949072 1.3051 4.7440 1.3493 0.44
N -0.489189 0.638397 -0.115299 0.4526 -3.7067 -0.6014 -0.44
H 1.611685 0.103384 1.873266 0.2536 -0.2118 -1.2056 0.33
H 2.331419 0.530028 0.215730 -0.7776 -0.3455 0.7590 0.32
H 2.296546 -1.210393 0.722577 -0.8343 1.5798 0.4252 0.30
H 0.247610 -2.541467 -0.073318 -0.6849 0.4774 -0.7612 0.31
H -1.938435 -1.811234 -1.463931 0.1514 -0.2473 -0.3893 0.50
H -2.187317 0.790203 -1.476487 0.5032 -1.2413 0.7264 0.32
H -0.273502 1.534948 0.330070 -0.9515 0.1192 -0.7901 0.51
H 0.803676 1.867040 -2.134883 -0.1976 1.0006 -0.8716 0.50
H 2.179795 1.335036 -1.628606 -2.3212 -0.3216 -0.7286 0.51
O 1.181065 1.123198 -1.692668 3.5607 -0.0153 0.2552 -0.99
H -0.984705 -0.004876 2.521289 1.9827 -2.7126 3.0862 0.47
H -2.558715 0.356624 2.298389 3.6712 0.3668 -0.1768 0.53
O -1.541068 0.520867 2.058171 -6.1088 2.2077 -1.8558 -0.99
```
Forces are in eV/Å.

Charge ... +2
HOMO (alpha / beta) ... -19.22 / -19.21 eV
<S²> ... 0.761
Lowest unoccupied orbital energy (alpha / beta) ... -8.754 / -13.313 eV
2S+1 ... 2
Calculated total energy ... -418.2253 Eh
ΔE to the lowest compared entry with this formula, charge and spin ... 52.1 kcal per mole



# C4H13N2O2

A cluster of 2 separate species, C4H13N2O2 in total (ωB97M-V with the def2-TZVPD basis set, OMol25).

Structure (XYZ):
```
21
Properties=species:S:1:pos:R:3:forces:R:3:nbo_charge:R:1
C -0.982172 1.367568 1.724252 1.9196 2.0740 -0.6664 -0.22
N 0.484165 1.574807 1.928877 -0.1195 -0.5051 0.1053 -0.85
C -1.440974 0.561290 0.439659 0.2174 -0.5420 3.3783 -0.07
C -2.640612 1.407899 -0.035705 1.3171 -0.0954 -0.9858 -0.62
N -0.285699 0.401605 -0.403892 -0.6989 -0.1062 0.1935 -0.71
C 0.721383 -0.806355 -0.298052 0.4078 2.6071 -1.8950 0.15
O 0.825105 -1.264026 -1.545455 0.2819 -0.9617 0.1492 -0.92
H -1.310306 2.411360 1.571541 -0.1636 -0.2100 0.2307 0.15
H -1.348990 1.080738 2.694011 -0.6401 -0.6761 0.1835 0.17
H 0.999188 0.700226 1.842900 -0.3009 -0.1126 0.2017 0.35
H 0.863230 2.087401 1.143260 -0.2833 0.0950 -0.1937 0.36
H -1.769954 -0.358778 1.004824 -0.1080 -0.1227 -1.3541 0.14
H -3.194537 1.763384 0.844670 -0.3383 -0.4834 -0.5468 0.21
H -3.213498 1.025615 -0.899526 -0.1232 -0.1729 0.7597 0.20
H -2.121514 2.286862 -0.425407 -0.2098 0.3766 -0.1177 0.20
H -0.564947 0.414535 -1.373435 0.1993 -0.4503 -0.2003 0.37
H 1.692330 -0.277052 -0.024286 -0.5855 -0.4572 0.4861 0.08
H 0.476816 -1.533509 0.479152 -0.6644 -0.0989 0.4953 0.10
H 3.280920 -2.624232 -2.331836 -0.1791 -0.3343 0.4644 0.44
H 2.074872 -2.231530 -1.476034 -0.3257 -0.4268 -0.2126 0.50
O 2.798567 -2.957045 -1.554755 0.3970 0.6030 -0.4753 -1.03
```
Forces are in eV/Å.

Charge ... -1
HOMO ... -3.56 eV
Lowest unoccupied orbital energy ... 3.732 eV
2S+1 ... 1
Calculated total energy ... -420.1702 Eh
ΔE to the lowest compared entry with this formula, charge and spin ... 30.5 kcal per mole



# C5H4HgO5

A structure of composition C5H4HgO5 (ωB97M-V with the def2-TZVPD basis set, OMol25).

Structure (XYZ):
```
15
Properties=species:S:1:pos:R:3:forces:R:3:nbo_charge:R:1
O -0.046359 -2.419006 -1.794372 0.7838 2.2500 0.7797 -0.41
C 0.334536 -1.416368 -1.405912 -0.4578 -3.1804 -0.7696 0.42
Hg 2.541863 -0.213151 1.104734 -1.9234 0.3613 -1.1150 1.54
O -2.383678 -0.153929 -2.182442 1.1364 0.1327 2.8055 -0.42
C -1.937599 -0.111147 -1.128490 -1.7215 -0.0084 -2.9469 0.46
C 3.000909 -0.032528 -1.876603 1.8629 -0.2809 -1.5211 0.46
O 3.452358 -0.054128 -2.919851 -1.4303 0.1178 2.5665 -0.34
C 0.492125 1.365475 -1.123695 -0.4960 3.0182 -0.7391 0.42
O 0.161188 2.279036 -1.721946 0.6855 -2.2865 1.2106 -0.41
C -1.176998 0.397379 2.090692 -0.8744 1.3100 0.3760 -0.28
O -0.009001 -0.405372 1.959768 1.6491 -1.3423 -0.5744 -0.69
H -1.830286 0.223424 1.224891 0.4256 -0.0463 0.0744 0.25
H -0.862946 1.448718 2.096764 -0.3008 -0.0836 0.0197 0.23
H -1.717088 0.177322 3.027261 0.5190 0.0554 -0.2559 0.24
H -0.019023 -1.085724 2.649202 0.1421 -0.0170 0.0895 0.53
```
Forces are in eV/Å.

Charge ... +2
HOMO (alpha / beta) ... -19.21 / -19.20 eV
Lowest unoccupied orbital energy (alpha / beta) ... -14.580 / -14.583 eV
2S+1 ... 1
Calculated total energy ... -721.6392 Eh



# C5H16N3

A cluster of 2 separate species, C5H16N3 in total (ωB97M-V with the def2-TZVPD basis set, OMol25).

Structure (XYZ):
```
24
Properties=species:S:1:pos:R:3:forces:R:3:nbo_charge:R:1
C -0.702669 -1.324785 -1.803781 -0.0395 -0.1467 -0.3053 -0.21
C 0.155641 -1.977448 -2.883666 0.1731 0.4062 0.3727 -0.61
C -0.690085 0.750607 -0.499500 -0.1373 0.2085 -2.1295 0.36
N 0.020278 -0.271173 -1.139074 0.1670 -0.2650 0.9850 -0.66
N -1.691807 0.422430 0.405748 0.8345 0.1912 0.8377 -0.87
N -0.074616 1.997676 -0.408135 -0.6991 0.0918 0.7980 -0.87
H -1.591423 -0.898925 -2.276769 -0.2460 0.0040 -0.0227 0.17
H -1.047913 -2.063743 -1.074953 0.0533 -0.1035 -0.0012 0.17
H 1.191455 -2.012636 -2.550596 0.1270 -0.1797 0.0953 0.20
H 0.135328 -1.348691 -3.767514 -0.0126 -0.0682 -0.2945 0.21
H 0.914930 -0.015746 -1.516725 0.0002 0.0335 -0.0578 0.38
H -2.142004 -0.470905 0.365439 -0.0748 0.1335 -0.0982 0.40
H -2.165305 1.192687 0.833268 -0.3841 -0.1121 -0.0699 0.39
H 0.642463 2.270265 -1.047385 0.0281 -0.0992 -0.1128 0.39
H -0.092011 2.468865 0.483737 0.3574 -0.0279 0.0768 0.37
H -0.151143 -2.988477 -3.125537 -0.1655 -0.0488 -0.0962 0.22
C 1.557704 -0.435356 2.795512 -0.5117 0.4994 -0.1550 -0.61
C 0.975513 0.969534 3.039860 0.1722 -0.6800 0.4077 -0.61
H 1.232874 -1.133444 3.565051 0.2085 -0.0701 0.0585 0.20
H 1.160985 -0.779460 1.837796 0.0943 -0.2006 0.0464 0.21
H 2.642567 -0.412299 2.724716 0.0700 -0.0932 0.0854 0.20
H 1.082340 1.530217 2.115614 -0.1506 0.3544 0.1650 0.19
H 1.438547 1.484926 3.879895 0.3813 0.1046 -0.1416 0.20
H -0.064853 0.883872 3.347129 -0.2457 0.0681 -0.4438 0.20
```
Forces are in eV/Å.

Charge ... 0
HOMO (alpha / beta) ... -4.13 / -8.93 eV
<S²> ... 0.753
Lowest unoccupied orbital energy (alpha / beta) ... 1.155 / 0.933 eV
2S+1 ... 2
Calculated total energy ... -364.2881 Eh
ΔE to the lowest compared entry with this formula, charge and spin ... 0.0 kcal per mole



# CHN3O

The molecule CHN3O (ωB97M-V with the def2-TZVPD basis set, OMol25).

Structure (XYZ):
```
6
Properties=species:S:1:pos:R:3:forces:R:3:nbo_charge:R:1
C -1.125390 -0.212123 -0.085136 -1.9721 -0.3780 0.5628 0.33
N -2.051675 -0.923600 -0.032919 1.4272 1.4406 -0.2816 -0.28
N 0.957394 -0.717538 -0.020682 3.0739 1.8708 0.0852 -0.18
N 0.102075 0.417422 0.044203 -4.8339 -5.5527 0.2797 0.05
O 0.296058 1.596744 -0.070558 1.8402 3.7524 -0.5984 -0.22
H 1.821536 -0.160903 0.165093 0.4647 -1.1332 -0.0477 0.30
```
Forces are in eV/Å.

Charge ... 0
HOMO (alpha / beta) ... -9.29 / -12.12 eV
<S²> ... 2.011
Lowest unoccupied orbital energy (alpha / beta) ... 0.828 / -3.342 eV
2S+1 ... 3
Calculated total energy ... -277.9735 Eh
ΔE to the lowest compared entry with this formula, charge and spin ... 37.1 kcal per mole



> What is the charge in the first record?

+2